1.
Computed, not measured: a structure of composition C4H7N3 at a distorted geometry, with ωB97M-V with the def2-TZVPD basis set.

Properties
Relative energy (zero: lowest compared OMol25 entry of this formula, charge and spin) in kJ/mol: 679.1
Calculated total energy in Eh: -320.624641
Molar mass in g mol⁻¹: 97.12
2S+1: 1
HOMO level in eV: -7.807

```
14
Properties=species:S:1:pos:R:3:lowdin_charge:R:1
C 0.330 -0.393 -0.104 -0.38
C -0.150 1.104 0.120 -0.17
C -1.910 -0.684 -0.204 -0.05
C -0.803 -1.282 0.001 -0.11
H 3.517 -0.247 0.408 0.16
H 2.332 0.386 -1.416 0.19
H -0.031 0.978 1.369 0.17
H 0.441 2.238 -0.295 0.19
H -2.273 1.113 0.369 0.09
H -2.913 -0.832 -0.218 0.08
H -0.956 -2.359 0.242 0.13
N 2.454 0.143 -0.134 -0.14
N 1.466 -0.952 0.059 -0.05
N -1.505 0.786 -0.197 -0.11
```


2.
Computed, not measured: a cluster of 5 separate species, C10H30O5 in total at a distorted geometry, with ωB97M-V with the def2-TZVPD basis set.

Properties
Relative energy (zero: lowest compared OMol25 entry of this formula, charge and spin) in kJ/mol: 14.6
Calculated total energy in Eh: -775.154978
Molar mass in g mol⁻¹: 230.35
2S+1: 1
SMILES string: CCO.CCO.CCO.CCO.CCO
HOMO level in eV: -9.345

```
45
Properties=species:S:1:pos:R:3:lowdin_charge:R:1
C 2.425 -2.637 -2.014 -0.08
C 2.811 -1.171 -2.207 -0.31
O 3.740 -0.710 -1.223 -0.11
H 2.630 -2.984 -1.001 0.07
H 2.997 -3.286 -2.681 0.07
H 1.365 -2.820 -2.204 0.06
H 1.914 -0.541 -2.172 0.09
H 3.314 -1.025 -3.162 0.10
H 3.276 -0.839 -0.374 0.03
C 3.332 0.216 2.699 -0.08
C 1.927 -0.092 2.236 -0.30
O 2.004 -0.821 1.011 -0.12
H 3.887 0.899 2.063 0.08
H 3.862 -0.736 2.779 0.08
H 3.286 0.652 3.700 0.07
H 1.378 0.839 2.039 0.10
H 1.377 -0.685 2.973 0.11
H 1.120 -0.944 0.614 0.04
C -1.864 3.260 1.069 -0.10
C -1.478 2.212 2.074 -0.32
O -2.561 2.016 2.984 -0.08
H -1.963 4.254 1.526 0.08
H -2.820 3.071 0.584 0.08
H -1.061 3.426 0.350 0.07
H -0.572 2.507 2.611 0.11
H -1.301 1.264 1.547 0.09
H -2.462 1.185 3.452 0.08
C -1.617 1.474 -1.745 -0.10
C -1.467 0.801 -3.090 -0.29
O -1.095 -0.567 -2.882 -0.09
H -1.736 2.554 -1.856 0.08
H -0.649 1.372 -1.248 0.08
H -2.444 1.121 -1.136 0.07
H -0.723 1.372 -3.656 0.12
H -2.393 0.828 -3.677 0.11
H -1.005 -0.960 -3.756 0.10
C -2.829 -1.446 0.600 -0.08
C -1.397 -1.941 0.630 -0.27
O -0.499 -1.078 -0.103 -0.13
H -3.282 -1.534 -0.385 0.08
H -2.912 -0.421 0.960 0.06
H -3.379 -2.099 1.290 0.08
H -1.359 -2.938 0.175 0.12
H -0.974 -2.007 1.630 0.11
H -0.801 -1.040 -1.025 0.05
```


3.
Computed, not measured: a structure of composition C3H9N3O2 at a distorted geometry, with ωB97M-V with the def2-TZVPD basis set.

Properties
Relative energy (zero: lowest compared OMol25 entry of this formula, charge and spin) in kJ/mol: 934.9
Calculated total energy in Eh: -434.170076
Molar mass in g mol⁻¹: 119.12
2S+1: 1
HOMO level (alpha / beta) in eV: -6.853 / -5.937

```
17
Properties=species:S:1:pos:R:3:lowdin_charge:R:1
C 1.090 0.297 -0.089 -0.27
C -1.224 -0.482 0.731 -0.21
C 2.038 -0.827 0.202 -0.08
N -1.100 0.496 -0.211 -0.11
N 1.027 0.727 -1.393 0.03
O -1.305 1.777 0.439 -0.09
N -3.106 -0.559 0.555 -0.03
O -3.530 -1.464 -0.078 -0.07
H -1.575 2.334 -0.307 0.09
H 1.117 1.088 0.655 0.11
H 0.698 1.702 -1.455 0.10
H 1.016 -0.016 -2.083 0.10
H -1.073 -0.242 1.780 0.10
H -0.969 -1.483 0.393 0.09
H 3.082 -0.490 0.139 0.09
H 1.914 -1.660 -0.497 0.08
H 1.901 -1.197 1.220 0.07
```


4.
Computed, not measured: a cluster of 2 separate species, C3H2F2O in total at a distorted geometry, with ωB97M-V with the def2-TZVPD basis set.

Properties
Relative energy (zero: lowest compared OMol25 entry of this formula, charge and spin) in kJ/mol: 228.6
Calculated total energy in Eh: -390.373605
Molar mass in g mol⁻¹: 92.04
2S+1: 1
HOMO level in eV: -10.662

```
8
Properties=species:S:1:pos:R:3:lowdin_charge:R:1
C 0.383 -0.522 -1.301 0.02
C 0.191 0.431 -0.427 -0.22
C -0.406 0.207 1.624 -0.33
O -0.730 1.016 2.390 0.17
F 0.259 1.673 -0.784 0.07
F -0.508 -1.056 1.914 0.12
H 0.553 -0.130 -2.329 0.09
H 0.259 -1.617 -1.086 0.08
```


5.
Computed, not measured: a cluster of 3 separate species, C26H45N2O5S2 in total at a distorted geometry, with ωB97M-V with the def2-TZVPD basis set.

Properties
Relative energy (zero: lowest compared OMol25 entry of this formula, charge and spin) in kJ/mol: 218.9
Calculated total energy in Eh: -2299.463747
Molar mass in g mol⁻¹: 529.79
2S+1: 1
Net charge: +1
HOMO level in eV: -11.013

```
80
Properties=species:S:1:pos:R:3:lowdin_charge:R:1
C 5.109 -3.903 -1.386 -0.01
C 6.384 -3.008 -1.475 -0.47
O 7.425 -3.562 -1.773 0.06
N 6.432 -1.581 -1.282 0.04
C 5.149 -0.979 -0.825 -0.21
C 4.243 -0.462 -2.048 -0.14
C 2.985 -1.387 -2.293 -0.22
C 1.666 -0.622 -2.706 -0.14
C 0.658 -1.539 -3.524 -0.25
C -0.850 -1.020 -3.664 -0.08
C -1.661 -2.386 -3.558 -0.27
C -3.213 -2.373 -3.342 -0.14
C -3.669 -2.136 -1.856 -0.17
C -5.211 -2.039 -1.671 -0.22
C -6.047 -3.227 -1.511 -0.04
C -7.498 -3.153 -1.295 -0.07
C -8.158 -1.852 -1.265 -0.07
C -7.328 -0.652 -1.439 -0.08
C -5.893 -0.744 -1.628 -0.05
C -0.745 -3.104 -2.466 -0.06
N 0.580 -2.993 -3.178 0.07
H 5.448 -4.974 -1.444 0.09
H 4.576 -3.817 -0.394 0.09
H 4.375 -3.754 -2.216 0.06
H 7.083 -1.444 -0.499 0.14
H 4.566 -1.595 -0.096 0.10
H 5.429 -0.044 -0.265 0.11
H 3.889 0.564 -1.787 0.09
H 4.836 -0.451 -3.005 0.12
H 3.207 -2.122 -3.125 0.10
H 2.737 -1.985 -1.367 0.11
H 1.989 0.243 -3.354 0.14
H 1.125 -0.211 -1.813 0.09
H 1.081 -1.417 -4.564 0.16
H -1.121 -0.320 -2.832 0.13
H -1.096 -0.471 -4.608 0.13
H -1.494 -2.887 -4.551 0.14
H -3.588 -3.390 -3.656 0.13
H -3.673 -1.625 -4.040 0.13
H -3.223 -1.195 -1.439 0.12
H -3.318 -3.001 -1.225 0.12
H -5.577 -4.236 -1.552 0.10
H -8.088 -4.084 -1.146 0.10
H -9.255 -1.794 -1.102 0.10
H -7.862 0.323 -1.405 0.10
H -5.284 0.180 -1.730 0.10
H -0.676 -2.300 -1.677 0.15
H -1.038 -4.111 -2.093 0.15
H 1.390 -3.480 -2.775 0.18
H 0.485 -3.445 -4.101 0.18
C 2.399 2.732 2.962 -0.23
C 2.783 3.540 1.721 -0.20
C 3.454 2.578 0.736 -0.22
S 2.764 0.959 1.073 0.68
O 3.813 0.107 1.577 -0.32
O 1.914 0.563 -0.031 -0.35
C 1.736 1.463 2.442 -0.22
H 1.728 3.292 3.618 0.07
H 3.299 2.478 3.530 0.13
H 1.881 3.962 1.269 0.12
H 3.443 4.372 1.970 0.12
H 3.248 2.850 -0.299 0.10
H 4.531 2.525 0.898 0.11
H 1.690 0.667 3.183 0.12
H 0.739 1.672 2.051 0.11
C -3.038 4.612 5.653 -0.22
C -1.866 5.091 6.514 -0.21
C -0.667 4.193 6.198 -0.21
S -0.896 3.626 4.514 0.68
O -1.102 2.197 4.531 -0.31
O 0.095 4.246 3.659 -0.34
C -2.472 4.424 4.250 -0.23
H -3.863 5.325 5.659 0.12
H -3.412 3.659 6.036 0.12
H -1.627 6.127 6.259 0.12
H -2.108 5.064 7.577 0.12
H 0.275 4.736 6.269 0.11
H -0.640 3.317 6.847 0.11
H -3.099 3.804 3.612 0.11
H -2.281 5.385 3.770 0.11
```


6.
Computed, not measured: a structure of composition CF3HoMgNO4S3 at a distorted geometry, with ωB97M-V with the def2-TZVPD basis set.

Properties
Relative energy (zero: lowest compared OMol25 entry of this formula, charge and spin) in kJ/mol: 92.6
Calculated total energy in Eh: -3035.867102
Molar mass in g mol⁻¹: 432.44
2S+1: 5
Net charge: +1
HOMO level (alpha / beta) in eV: -12.421 / -12.429
⟨S²⟩: 6.01

```
14
Properties=species:S:1:pos:R:3:lowdin_charge:R:1
Mg 2.703 -4.062 6.377 1.03
N 1.082 -3.307 7.182 -0.38
S 0.155 -2.382 6.490 0.54
O 0.139 -2.194 4.969 -0.58
C -1.523 -3.193 6.381 -0.70
F -1.904 -3.610 7.574 0.16
F -1.375 -4.213 5.531 0.12
F -2.410 -2.345 5.885 0.16
Ho 1.754 -2.258 3.528 1.65
S 4.571 -1.973 5.101 0.60
O 3.325 -3.082 4.709 -1.10
S 2.666 -0.019 5.160 0.77
O 2.187 -0.329 3.647 -0.88
O 0.202 -0.885 6.902 -0.38
```


7.
Computed, not measured: the molecule C2H5ClN2O2 at a distorted geometry, with ωB97M-V with the def2-TZVPD basis set.

Properties
Relative energy (zero: lowest compared OMol25 entry of this formula, charge and spin) in kJ/mol: 237.9
Calculated total energy in Eh: -799.213519
Molar mass in g mol⁻¹: 124.53
2S+1: 1
SMILES string: CCN(Cl)[N+](=O)[O-]
HOMO level in eV: -10.175

```
12
Properties=species:S:1:pos:R:3:lowdin_charge:R:1
C 0.226 0.061 0.657 -0.04
C -0.772 -0.272 -0.520 -0.30
N -1.506 -1.450 -0.363 -0.47
Cl -0.863 -2.994 -0.772 0.74
N -2.441 -1.489 0.683 -0.43
O -2.704 -0.456 1.226 0.09
O -3.001 -2.599 0.851 -0.01
H 1.102 -0.440 0.398 0.05
H 0.312 1.114 0.761 0.07
H -0.314 -0.308 1.517 0.06
H -1.406 0.584 -0.671 0.11
H -0.219 -0.271 -1.533 0.14
```


8.
Computed, not measured: a structure of composition CH2N4O3 at a distorted geometry, with ωB97M-V with the def2-TZVPD basis set.

Properties
Relative energy (zero: lowest compared OMol25 entry of this formula, charge and spin) in kJ/mol: 265.8
Calculated total energy in Eh: -483.779913
Molar mass in g mol⁻¹: 118.05
2S+1: 1
HOMO level (alpha / beta) in eV: -10.695 / -10.695

```
10
Properties=species:S:1:pos:R:3:lowdin_charge:R:1
C 1.569 -0.348 0.024 -0.35
N 2.606 -0.928 -0.048 0.21
N 0.666 0.382 0.351 0.18
N -0.794 0.531 -0.706 0.03
N -1.466 -0.585 -0.042 -0.46
O -1.117 -1.654 -0.399 0.12
O -2.292 -0.278 0.761 0.11
O -1.356 1.697 -0.330 0.00
H 3.475 -0.547 -0.243 0.06
H -1.291 1.730 0.632 0.10
```


9.
Computed, not measured: a cluster of 8 separate species, CH17O8 in total at a distorted geometry, with ωB97M-V with the def2-TZVPD basis set.

Properties
Relative energy (zero: lowest compared OMol25 entry of this formula, charge and spin) in kJ/mol: 74.4
Calculated total energy in Eh: -650.237583
Molar mass in g mol⁻¹: 157.14
2S+1: 1
Net charge: -1
HOMO level in eV: -5.489

```
26
Properties=species:S:1:pos:R:3:lowdin_charge:R:1
C 0.549 -1.310 -0.452 -0.24
O -0.133 -0.089 -0.576 -0.46
H 0.102 -1.912 -1.272 0.10
H 0.380 -1.785 0.519 0.06
H 1.532 -1.039 -0.609 0.04
O -0.965 2.598 -0.785 -0.05
H -0.678 1.711 -0.542 -0.03
H -1.454 2.927 -0.055 0.00
O 2.073 1.560 -0.290 -0.07
H 2.797 1.490 -0.928 0.04
H 1.370 0.916 -0.501 -0.03
O -0.503 0.975 1.893 -0.09
H -0.444 0.513 1.020 -0.02
H 0.315 0.596 2.198 -0.02
O -1.454 -1.995 1.877 -0.08
H -2.262 -1.622 2.276 0.06
H -1.067 -1.355 1.274 -0.03
O 0.462 0.773 -3.097 -0.06
H -0.144 0.582 -3.817 0.03
H 0.279 0.198 -2.359 -0.03
O 2.021 -0.259 2.032 -0.04
H 2.522 -0.849 2.571 0.03
H 2.080 -0.441 1.083 0.01
O -2.755 -0.479 -0.603 -0.08
H -1.793 -0.463 -0.801 -0.01
H -2.827 -1.242 -0.049 -0.02
```


10.
Computed, not measured: a structure of composition C4H4KO5 at a distorted geometry, with ωB97M-V with the def2-TZVPD basis set.

Properties
Relative energy (zero: lowest compared OMol25 entry of this formula, charge and spin) in kJ/mol: 28.7
Calculated total energy in Eh: -1130.949286
Molar mass in g mol⁻¹: 171.17
2S+1: 2
HOMO level (alpha / beta) in eV: -8.203 / -8.584
⟨S²⟩: 0.75

```
14
Properties=species:S:1:pos:R:3:lowdin_charge:R:1
O -0.393 -0.669 0.628 -0.13
C -1.007 -1.655 1.406 -0.79
O -0.559 -2.783 1.075 -0.24
O -1.840 -1.330 2.239 0.05
C -0.769 0.691 0.794 -0.28
C 0.254 1.566 0.172 0.05
H -0.859 0.901 1.876 0.13
H -1.764 0.862 0.353 0.13
H 0.012 2.626 0.084 0.06
H 1.304 1.313 0.330 0.06
O 1.697 -0.708 -2.699 0.14
O 1.335 1.541 -2.701 0.20
C 1.671 0.438 -2.942 -0.36
K 0.917 -2.793 -0.616 0.99
```


11.
Computed, not measured: a structure of composition CH3O2S at a distorted geometry, with ωB97M-V with the def2-TZVPD basis set.

Properties
Relative energy (zero: lowest compared OMol25 entry of this formula, charge and spin) in kJ/mol: 449.7
Calculated total energy in Eh: -588.471279
Molar mass in g mol⁻¹: 79.10
2S+1: 1
Net charge: -1
HOMO level in eV: -3.173

```
7
Properties=species:S:1:pos:R:3:lowdin_charge:R:1
C -1.058 -0.159 -0.764 -0.24
O 1.745 -0.778 -0.350 -0.51
O 0.933 1.579 -0.120 -0.52
S 0.728 0.156 0.136 0.47
H -1.794 0.411 -0.356 -0.15
H -1.373 -1.194 -0.396 -0.07
H 0.819 -0.015 1.849 0.02
```


12.
Computed, not measured: the ion C35H27N2O4S2 with charge -1 at a distorted geometry, with ωB97M-V with the def2-TZVPD basis set.

Properties
Relative energy (zero: lowest compared OMol25 entry of this formula, charge and spin) in kJ/mol: 70.3
Calculated total energy in Eh: -2556.652984
Molar mass in g mol⁻¹: 603.75
2S+1: 1
Net charge: -1
SMILES string: N#C[C@@H](N=C(c1ccccc1)c1ccccc1)[C@H](C(S(=O)(=O)c1ccccc1)=[S@](=O)([O-])c1ccccc1)c1ccccc1
HOMO level in eV: -3.613

```
70
Properties=species:S:1:pos:R:3:lowdin_charge:R:1
N 1.480 1.335 1.466 0.20
C 0.915 1.076 0.458 -0.21
C 0.127 0.875 -0.739 -0.27
N 0.698 0.053 -1.714 0.12
C 1.860 0.218 -2.369 -0.12
C 2.482 -0.952 -3.088 -0.14
C 3.851 -0.923 -3.499 -0.05
C 4.469 -2.062 -4.040 -0.09
C 3.724 -3.246 -4.202 -0.09
C 2.365 -3.254 -3.845 -0.08
C 1.745 -2.154 -3.243 0.00
C 2.498 1.557 -2.546 -0.14
C 3.000 1.854 -3.843 -0.06
C 3.664 3.052 -4.113 -0.09
C 3.743 4.037 -3.127 -0.08
C 3.250 3.759 -1.836 -0.07
C 2.528 2.602 -1.593 -0.02
C -1.277 0.528 0.147 -0.27
C -1.159 -0.320 1.327 -0.41
S -1.144 -2.134 1.192 0.71
O -2.508 -2.594 0.972 -0.34
O -0.056 -2.516 0.304 -0.34
C -0.742 -2.763 2.851 -0.29
C 0.611 -2.918 3.149 -0.07
C 0.966 -3.466 4.379 -0.09
C -0.004 -3.864 5.296 -0.09
C -1.350 -3.735 4.959 -0.09
C -1.735 -3.197 3.735 -0.07
S -1.087 0.259 3.012 0.66
O 0.268 0.164 3.494 -0.34
O -2.164 -0.394 3.742 -0.35
C -1.626 1.963 3.004 -0.27
C -0.664 2.979 2.966 -0.08
C -1.002 4.333 3.149 -0.09
C -2.369 4.655 3.176 -0.10
C -3.385 3.637 3.087 -0.08
C -3.001 2.291 3.050 -0.07
C -2.364 -0.099 -0.760 -0.21
C -1.961 -1.047 -1.702 -0.06
C -2.898 -1.740 -2.487 -0.07
C -4.258 -1.456 -2.316 -0.11
C -4.662 -0.474 -1.401 -0.10
C -3.716 0.218 -0.635 -0.04
H -0.425 1.867 -1.219 0.21
H 4.461 0.001 -3.360 0.12
H 5.509 -1.983 -4.342 0.09
H 4.215 -4.162 -4.515 0.09
H 1.738 -4.120 -4.028 0.10
H 0.713 -2.155 -2.837 0.11
H 2.874 1.105 -4.635 0.12
H 4.096 3.180 -5.096 0.10
H 4.216 4.985 -3.306 0.09
H 3.316 4.422 -0.987 0.10
H 2.040 2.520 -0.614 0.08
H -1.646 1.598 0.471 0.16
H 1.364 -2.578 2.435 0.12
H 2.019 -3.576 4.607 0.09
H 0.283 -4.236 6.278 0.09
H -2.124 -4.052 5.646 0.09
H -2.785 -3.077 3.466 0.11
H 0.380 2.720 2.838 0.07
H -0.184 5.111 3.301 0.12
H -2.641 5.717 3.164 0.09
H -4.462 3.903 3.071 0.10
H -3.771 1.516 3.097 0.11
H -0.900 -1.247 -1.831 0.06
H -2.588 -2.457 -3.250 0.10
H -5.027 -1.911 -2.953 0.09
H -5.725 -0.210 -1.306 0.09
H -4.055 0.980 0.086 0.11
```